Entry from the Open Molecules 2025 dataset: CH3BrOS as an isolated structure in a non-equilibrium geometry (ωB97M-V/def2-TZVPD).

Last column: Mulliken charge in e.
Geometry (Å):
C: -0.141 -0.337 0.153  -0.13
H: -0.392 0.670 0.754  0.22
H: 0.020 -0.170 -1.002  0.25
S: 1.087 -3.533 1.315  -0.05
O: -0.790 -1.347 0.516  -0.36
H: 0.984 -0.701 0.502  0.03
Br: 2.318 -2.190 0.452  0.03

Summary:
ΔE to the lowest compared entry with this formula, charge and spin: 132.77 kJ/mol
Kohn-Sham gap (alpha / beta): 0.3190 / 0.2432 Ha
strongest force on any atom: 4.447 eV/Å
HOMO energy (alpha / beta): -8.70 / -9.24 eV
multiplicity: 3

***

Entry from the Open Molecules 2025 dataset: CH3CaO3S as an isolated structure in a non-equilibrium geometry (ωB97M-V/def2-TZVPD).

Last column: Mulliken charge in e.
Geometry (Å):
Ca: -0.893 0.808 0.990  1.53
C: 1.644 -0.763 -0.016  -0.56
S: -3.077 1.025 -0.609  0.51
H: 1.922 0.191 -0.501  0.18
O: -1.584 -0.097 -0.769  -0.65
O: -2.484 2.068 0.407  -0.66
H: 2.395 -0.980 0.766  0.23
H: 1.714 -1.553 -0.787  0.20
O: 0.361 -0.698 0.520  -0.78

Summary:
Kohn-Sham gap (alpha / beta): 0.2731 / 0.2373 Ha
strongest force on any atom: 6.667 eV/Å
HOMO energy (alpha / beta): -8.10 / -8.09 eV
multiplicity: 2

***

Entry from the Open Molecules 2025 dataset: CH3Cl2FN2O2S2 as an isolated structure in a non-equilibrium geometry (ωB97M-V/def2-TZVPD).

Last column: Mulliken charge in e.
Geometry (Å):
O: 0.900 -0.178 2.054  -0.56
H: -1.434 0.305 -1.054  0.22
H: 0.135 -1.730 0.098  0.34
N: 0.603 1.311 0.112  -0.20
S: 1.415 0.024 0.733  1.17
S: -1.136 1.457 0.795  0.09
Cl: 1.215 1.848 -1.328  0.02
C: -2.003 0.238 -0.190  -0.21
O: 2.796 0.295 0.514  -0.57
N: 1.101 -1.502 -0.061  -0.31
F: -1.896 -0.998 0.369  -0.24
Cl: 1.339 -1.783 -1.740  -0.05
H: -3.034 0.713 -0.301  0.31

Summary:
ΔE to the lowest compared entry with this formula, charge and spin: 219.25 kJ/mol
Kohn-Sham gap: 0.3436 Ha
strongest force on any atom: 3.556 eV/Å
HOMO energy: -10.04 eV
multiplicity: 1

***

Entry from the Open Molecules 2025 dataset: a 2-piece molecular cluster, CH3Cl2FSi overall in a non-equilibrium geometry (ωB97M-V/def2-TZVPD).

Last column: Mulliken charge in e.
Geometry (Å):
Si: 0.336 0.171 -0.759  0.90
Cl: 1.172 -1.222 -1.882  -0.13
C: -0.738 -0.344 0.702  -0.85
F: 2.212 0.874 0.604  -0.67
H: -1.668 -0.804 0.375  0.34
H: -0.982 0.521 1.314  0.27
H: -0.206 -1.049 1.334  0.27
Cl: -0.127 1.855 -1.689  -0.13

Summary:
ΔE to the lowest compared entry with this formula, charge and spin: 318.13 kJ/mol
Kohn-Sham gap: 0.3964 Ha
strongest force on any atom: 4.730 eV/Å
HOMO energy: -10.74 eV
multiplicity: 1